{
  "formula": "C6H9InLiO7",
  "method": "ωB97M-V with the def2-TZVPD basis set",
  "species": ["O", "C", "O", "In", "O", "C", "C", "H", "H", "H", "H", "C", "C", "O", "C", "O", "O", "O", "Li", "H", "H", "H", "H", "H"],
  "xyz": [[-1.99286, -1.14012, 1.41216], [-1.80929, -0.53803, 2.52392], [-0.89922, -0.95287, 3.28781], [-0.34908, -2.27732, 1.80126], [-2.59907, 0.45836, 2.79844], [-2.07432, 1.80437, 2.80367], [-1.00421, 1.99405, 1.75771], [-1.71054, 2.03187, 3.81247], [-2.95138, 2.42895, 2.60091], [-0.02190, 1.91224, 2.24164], [-1.07752, 2.98712, 1.29557], [2.73731, -0.55558, -3.35854], [1.96909, -0.49842, -2.08897], [1.51937, -1.71804, -1.66606], [0.41422, -1.84234, -0.90869], [-0.66434, -1.38833, -1.30903], [0.65260, -2.34860, 0.22632], [2.49532, 0.63052, -4.08196], [-2.24936, -0.96996, -0.42395], [2.42771, -1.44442, -3.94481], [3.81046, -0.67962, -3.12858], [-0.98664, 1.23829, 0.89921], [2.63594, 0.46156, -5.01720], [1.72770, 0.40632, -1.53332]],
  "s2": 0.75,
  "multiplicity": 2,
  "lumo_energy_ev": [-10.3, -10.3],
  "total_charge": 2
}


{
  "formula": "H24HeO12",
  "method": "ωB97M-V with the def2-TZVPD basis set",
  "species": ["He", "O", "H", "H", "O", "H", "H", "O", "H", "H", "O", "H", "H", "O", "H", "H", "O", "H", "H", "O", "H", "H", "O", "H", "H", "O", "H", "H", "O", "H", "H", "O", "H", "H", "O", "H", "H"],
  "xyz": [[-0.08505, 0.39002, 0.02044], [-1.78646, 2.00918, 0.03649], [-0.83505, 2.06046, 0.12832], [-1.92572, 1.37880, -0.67025], [0.36285, -1.45762, -2.11781], [0.09768, -2.01570, -1.38673], [0.99355, -1.98618, -2.60675], [-0.70477, 1.19441, 3.83231], [-0.88528, 1.22048, 4.77197], [0.24535, 1.09426, 3.77315], [-0.62393, 1.63249, -4.13357], [0.27551, 1.31319, -4.06080], [-1.08521, 1.21882, -3.40396], [-2.76204, -0.36633, 2.30699], [-2.30411, -1.17884, 2.52224], [-2.12535, 0.32416, 2.49168], [-1.29148, -2.60840, 2.47962], [-1.10472, -2.58903, 1.54101], [-0.44184, -2.76917, 2.89010], [1.49032, 4.17536, 1.38037], [1.30969, 3.75630, 0.53895], [2.17386, 3.63455, 1.77599], [2.18203, -2.58199, 0.70784], [2.51145, -3.47200, 0.58293], [1.93220, -2.54592, 1.63115], [0.79941, 2.75723, -1.14345], [1.49875, 2.96532, -1.76300], [0.01766, 3.16222, -1.51909], [-1.93617, 0.24130, -2.20131], [-2.74997, -0.26068, -2.24574], [-1.24780, -0.42172, -2.14865], [-0.37078, -2.94778, -0.01074], [-0.41425, -3.77118, -0.49689], [0.52231, -2.91855, 0.33243], [3.10463, -0.04279, -1.23279], [2.38625, 0.23787, -1.79969], [2.77651, -0.83251, -0.80278]],
  "multiplicity": 1,
  "lumo_energy_ev": -0.9,
  "total_charge": 0
}


{
  "formula": "C6H8Cl4F6NaO6S2",
  "method": "ωB97M-V with the def2-TZVPD basis set",
  "species": ["Na", "C", "F", "F", "F", "S", "O", "O", "O", "C", "F", "F", "F", "S", "O", "O", "O", "Cl", "C", "C", "Cl", "H", "H", "H", "H", "Cl", "C", "C", "Cl", "H", "H", "H", "H"],
  "xyz": [[-0.33180, 0.72236, -0.97924], [0.99131, -4.53021, 1.09073], [1.33823, -5.85230, 1.16652], [-0.06492, -4.47665, 0.32194], [0.79742, -3.94302, 2.26568], [2.44502, -3.68397, 0.08580], [3.61750, -3.72639, 1.00396], [2.63422, -4.46714, -1.10524], [2.00625, -2.31181, -0.18767], [-3.13580, -3.56001, -4.59114], [-3.29524, -4.36908, -5.64535], [-4.22478, -2.71580, -4.62410], [-3.07560, -4.24964, -3.41855], [-1.58279, -2.51628, -4.73868], [-0.39392, -3.41910, -4.48304], [-1.58504, -1.91720, -6.03506], [-1.76221, -1.55332, -3.64148], [0.41755, 5.18237, -0.86976], [-1.03091, 5.95382, -0.13868], [-2.24209, 5.79456, -0.99565], [-2.77018, 4.10062, -0.94782], [-0.75543, 6.97872, 0.10989], [-1.12906, 5.66327, 0.90729], [-2.07669, 6.16762, -2.00638], [-3.03649, 6.41120, -0.57519], [3.27259, 2.90531, 3.75160], [2.60779, 1.87555, 5.08817], [1.98594, 0.54038, 4.62750], [0.67083, 0.87829, 3.43309], [1.94539, 2.46563, 5.72151], [3.48521, 1.72350, 5.71675], [1.57213, 0.06966, 5.51928], [2.70553, -0.14087, 4.17342]],
  "multiplicity": 1,
  "lumo_energy_ev": 0.2,
  "total_charge": -1
}


{
  "formula": "C5H7N4O4",
  "method": "ωB97M-V with the def2-TZVPD basis set",
  "species": ["C", "N", "C", "N", "C", "C", "N", "O", "C", "O", "O", "N", "O", "H", "H", "H", "H", "H", "H", "H"],
  "xyz": [[-1.45733, 2.26033, -0.05091], [-0.32148, 1.23657, -0.13841], [-0.74271, -0.00442, 0.01732], [-0.37291, -1.28078, 0.06677], [-1.54964, -2.25814, 0.07396], [0.85864, -1.85268, 0.01006], [1.70969, -2.64953, -0.06082], [2.68233, -3.24184, -0.29052], [1.00368, 1.93515, -0.09037], [1.18928, 3.08247, -0.24161], [1.82655, 0.96720, 0.16079], [3.36557, 1.38880, 0.06253], [4.07016, 0.55873, 0.24380], [-1.47636, 2.52548, 1.09843], [-1.09397, 2.92622, -0.75999], [-2.36641, 1.89816, -0.43894], [-1.88498, -0.05936, 0.12334], [-1.41696, -2.75599, 0.97478], [-2.50848, -1.74706, 0.03320], [-1.51470, -2.92932, -0.79341]],
  "smiles": "CN(/C=[N+](/C)C#[N+][O-])C(=O)ON=O",
  "multiplicity": 1,
  "lumo_energy_ev": -4.7,
  "total_charge": 1
}


{
  "formula": "C7H3N3O5",
  "method": "ωB97M-V with the def2-TZVPD basis set",
  "species": ["C", "C", "C", "C", "C", "C", "C", "N", "N", "N", "O", "O", "O", "O", "O", "H", "H", "H"],
  "xyz": [[-2.88847, 0.11537, -0.32240], [-1.39975, 0.98470, 1.33093], [2.72255, 0.90591, -0.01799], [0.29978, -2.09591, 0.21747], [-0.09963, 0.00849, -1.17290], [-2.06991, 1.21461, 0.08971], [0.63770, -0.61144, -0.21006], [-3.68960, -0.65357, -0.63564], [-0.98522, 0.89440, 2.40230], [1.71088, -0.12090, 0.40962], [3.67434, 0.95015, 0.75652], [-0.25347, -2.76604, -0.66131], [2.48270, 1.51012, -1.05114], [0.69495, -2.42344, 1.34079], [-2.16304, 2.33540, -0.44835], [-0.82261, -0.56838, -1.72570], [0.14001, 1.00381, -1.50723], [2.00879, -0.68328, 1.20539]],
  "multiplicity": 1,
  "lumo_energy_ev": [4.7, 5.1],
  "total_charge": -2
}